{
  "formula": "C26H47BCrF10O20",
  "method": "ωB97M-V/def2-TZVPD",
  "symbols": ["Cr", "B", "F", "F", "F", "F", "C", "C", "C", "O", "H", "H", "H", "H", "H", "H", "H", "C", "C", "O", "C", "O", "C", "F", "F", "F", "H", "H", "H", "H", "H", "C", "C", "O", "C", "O", "C", "F", "F", "F", "H", "H", "H", "H", "H", "C", "O", "C", "O", "O", "C", "H", "H", "H", "H", "H", "H", "C", "O", "C", "O", "O", "C", "H", "H", "H", "H", "H", "H", "C", "O", "C", "O", "O", "C", "H", "H", "H", "H", "H", "H", "C", "O", "C", "O", "O", "C", "H", "H", "H", "H", "H", "H", "C", "O", "C", "O", "O", "C", "H", "H", "H", "H", "H", "H"],
  "xyz": [[-2.6053, 0.7594, -1.6556], [-1.3128, 2.0263, -3.4595], [-1.0481, 1.7002, -4.7741], [-0.6540, 3.0212, -2.9182], [-2.6368, 2.1266, -3.2410], [-0.9334, 0.9259, -2.7206], [0.2000, -1.9386, -1.2283], [-0.3433, -1.1251, -0.0651], [0.7349, -0.1696, 0.3850], [-1.6211, -0.5500, -0.3304], [1.0315, -2.5622, -0.8998], [0.5306, -1.2667, -2.0205], [-0.4158, -2.7044, -1.6998], [-0.4919, -1.9051, 0.6816], [0.8752, 0.7707, -0.1482], [1.7540, -0.5556, 0.4031], [0.5279, 0.1808, 1.3962], [-0.8977, -5.8958, -0.8770], [-1.2951, -6.5779, -2.1941], [-0.2534, -6.4189, -3.1471], [-0.3326, -5.3154, -4.0560], [-1.2972, -4.5840, -4.2512], [0.9875, -5.1091, -4.8180], [0.7291, -4.7763, -6.0644], [1.7098, -4.1517, -4.3066], [1.7737, -6.2157, -4.8055], [0.1224, -6.1845, -0.6236], [-1.5841, -6.2877, -0.1264], [-0.9183, -4.8092, -0.7939], [-2.2623, -6.3426, -2.6383], [-1.2039, -7.6535, -2.0425], [2.3161, 3.7982, -1.4330], [1.2536, 4.0342, -0.3329], [1.0486, 5.4289, -0.2237], [0.6733, 5.9862, 1.0584], [0.6900, 5.3692, 2.1132], [0.2579, 7.4573, 0.9764], [-0.7158, 7.6496, 1.8301], [1.2544, 8.1936, 1.2825], [-0.0872, 7.8051, -0.3090], [3.1733, 4.3807, -1.0953], [1.8448, 4.1083, -2.3656], [2.5088, 2.7256, -1.4531], [1.6176, 3.5725, 0.5849], [0.2974, 3.5323, -0.4802], [3.2789, -1.1793, -2.7974], [4.6666, -1.5773, -2.9213], [5.1826, -2.4299, -2.0055], [4.6602, -2.8025, -0.9311], [6.4737, -2.6151, -2.3644], [7.3822, -3.2615, -1.4239], [3.0079, -0.3318, -3.4270], [3.1445, -0.7013, -1.8271], [2.5785, -2.0144, -2.8119], [8.3741, -3.4860, -1.8162], [7.0782, -4.2030, -0.9665], [7.4983, -2.6115, -0.5567], [2.1690, -1.3852, 3.3456], [2.0898, -2.0860, 4.5626], [2.2222, -1.4211, 5.7792], [2.2054, -0.2007, 5.8930], [2.3910, -2.3812, 6.6773], [2.6208, -2.1085, 8.0481], [3.0868, -0.7975, 3.3661], [1.3765, -0.6373, 3.3710], [2.1176, -1.8760, 2.3737], [3.1291, -1.1672, 8.2570], [3.3592, -2.8019, 8.4506], [1.6090, -2.2356, 8.4332], [-3.2236, 2.0562, 2.0501], [-2.8220, 3.3077, 1.5663], [-2.6992, 3.4951, 0.3878], [-2.7854, 2.5809, -0.5218], [-2.5004, 4.7704, 0.2120], [-2.2408, 5.2740, -1.0928], [-2.4403, 1.3319, 1.8269], [-4.2022, 1.7531, 1.6778], [-3.4399, 2.2351, 3.1033], [-2.8088, 4.7788, -1.8804], [-1.2158, 5.2344, -1.4613], [-2.4832, 6.3331, -1.1807], [-3.8189, -3.3197, -3.1100], [-3.8224, -2.5082, -4.2510], [-3.7259, -1.1387, -4.1870], [-3.3128, -0.5164, -3.1887], [-4.2311, -0.7244, -5.2872], [-4.1029, 0.6274, -5.6389], [-2.8417, -3.1375, -2.6629], [-3.7698, -4.3221, -3.5353], [-4.6142, -3.2369, -2.3692], [-4.5566, 0.8863, -6.5956], [-3.0967, 1.0273, -5.5136], [-4.5855, 1.3360, -4.9659], [0.2113, 2.4150, 3.7060], [-0.8859, 1.7503, 4.3863], [-1.5703, 2.3510, 5.3075], [-1.4447, 3.5263, 5.6359], [-2.4375, 1.3896, 5.8720], [-3.0373, 1.5958, 7.0268], [0.4432, 1.9614, 2.7424], [1.0270, 2.1512, 4.3791], [0.0237, 3.4825, 3.5903], [-3.4577, 0.6722, 7.4249], [-3.7955, 2.3713, 6.9184], [-2.4408, 2.0683, 7.8072]],
  "e_tot_ha": -4591.4981,
  "spin_multiplicity": 9,
  "lumo_energy_ev": [0.296, -4.208],
  "molar_mass_g_mol": 932.43
}